*one*
Here is a 3-piece molecular cluster, C3H11NO3 overall from the Open Molecules 2025 dataset. Energies are from ωB97M-V/def2-TZVPD.

```
18
Properties=species:S:1:pos:R:3
N 2.22972 -1.67729 -1.18578
C 1.55366 -2.21263 -0.01235
C 0.64689 -1.14307 0.61972
C -0.71435 -0.90309 0.04299
O -1.68249 -0.89185 0.76199
H 1.85977 -2.03561 -2.04645
H 3.20501 -1.95775 -1.22167
H 0.90977 -3.07861 -0.25585
H 2.20954 -2.58674 0.76824
H 1.27404 -0.25217 0.57087
H 0.44050 -1.33026 1.68474
H -0.62034 -0.58538 -1.02712
O -2.82532 2.45457 -0.41336
H -3.51697 3.05651 -0.73375
H -3.17011 1.56914 -0.31820
O -0.53601 4.12450 1.18062
H -0.66952 4.27271 0.22066
H -0.59382 3.17700 1.36470
```

SMILES string   NCCC=O.O.O
Molar mass   109.125 g/mol
LUMO energy   0.0251 Eh

---

*two*
Here is a 3-piece molecular cluster, C3H11NO3 overall from the Open Molecules 2025 dataset. Energies are from ωB97M-V/def2-TZVPD.

```
18
Properties=species:S:1:pos:R:3
C 1.84761 1.20645 -0.05826
N 0.65203 1.01647 0.75629
C -0.07411 2.15310 1.25740
C 0.25544 -0.24730 0.97780
O 0.82785 -1.23085 0.53766
H 2.71716 0.89439 0.52499
H 1.76292 0.62655 -0.97131
H 1.97382 2.26218 -0.26864
H -0.54354 2.71215 0.44251
H -0.93130 1.81462 1.82900
H 0.55835 2.81989 1.83372
H -0.65444 -0.30173 1.59508
O -2.66972 -0.97100 -0.60966
H -2.02458 -0.94627 -1.34098
H -3.47537 -0.63272 -1.01348
O -0.08553 -1.60401 -2.03461
H -0.17511 -2.51824 -2.31584
H 0.35446 -1.63990 -1.16229
```

SMILES string   CN(C)C=O.O.O
Molar mass   109.125 g/mol
LUMO energy   0.0290 Eh

---

Least stable = *one*

---

*one*
Here is an isolated ion of composition C5H6N and charge +1 from the Open Molecules 2025 dataset. Energies are from ωB97M-V/def2-TZVPD.

```
12
Properties=species:S:1:pos:R:3
C -1.37111 -1.96132 0.53720
C -1.55874 -0.87580 -0.27002
C -0.42364 -1.07351 1.18504
C -0.30570 -0.20574 -0.01280
C 0.86309 0.29987 -1.01945
N 0.02817 1.21458 -0.27980
H -1.87682 -2.91598 0.63996
H -0.57035 -0.79485 2.21810
H 1.70522 0.12719 -0.47876
H 0.60907 0.37685 -2.04830
H 0.42927 1.93684 0.38490
H -0.76475 1.79668 -0.62405
```

Charge   +1
SMILES string   C1=C2[C@@H]1[C@@]21C[NH2+]1
Molar mass   80.110 g/mol
LUMO energy   -0.1595 Eh

---

*two*
Here is an isolated ion of composition C5H6N and charge +1 from the Open Molecules 2025 dataset. Energies are from ωB97M-V/def2-TZVPD.

```
12
Properties=species:S:1:pos:R:3
C -0.27585 1.03464 -1.06476
C 0.93399 1.47377 -0.39056
C 0.22961 -0.84964 0.75115
C -1.10400 -0.87457 0.05093
C 1.08182 0.33245 0.53749
N -1.17375 0.25420 -1.11497
H 1.74599 1.53893 -1.07575
H 0.90041 2.36851 0.26805
H 0.02768 -1.24239 1.74299
H 0.74986 -1.57566 0.22002
H -1.15451 -1.73093 -0.49153
H -1.96125 -0.72930 0.56694
```

Charge   +1
Molar mass   80.110 g/mol
LUMO energy (alpha / beta)   -0.2234 / -0.2233 Eh

---

Least stable = *one*

---

*one*
Here is C5H6N as an isolated structure from the Open Molecules 2025 dataset. Energies are from ωB97M-V/def2-TZVPD.

```
12
Properties=species:S:1:pos:R:3
C -0.11556 0.90887 0.39500
C -1.67616 -0.74334 0.14517
C -1.47817 0.76523 0.16820
C -0.97169 -0.13150 -1.00881
C 2.10581 -0.02250 -0.18455
N 0.86620 0.33580 0.11161
H -1.03621 -1.32106 0.87043
H -2.75965 -0.95946 0.04812
H -2.25296 1.52315 0.33455
H 2.75151 0.46409 0.39454
H 2.30447 0.22717 -1.31410
H 2.26242 -1.04644 0.03986
```

Charge   +1
Molar mass   80.110 g/mol
LUMO energy   -0.2109 Eh

---

*two*
Here is a 2-piece molecular cluster, C5H6N overall from the Open Molecules 2025 dataset. Energies are from ωB97M-V/def2-TZVPD.

```
12
Properties=species:S:1:pos:R:3
C 2.07124 -0.68070 -0.30972
C 1.36736 -0.93041 0.80290
C 2.27273 0.73697 -0.23701
C 0.99035 1.20734 0.21491
C 0.31891 -0.06195 0.56646
N -2.18760 -0.84708 -0.17864
H 2.97299 1.39672 -0.73033
H 0.67755 2.17769 0.26028
H -0.90216 -0.42535 0.35472
H -2.61187 0.11212 -0.42517
H -2.88173 -1.20683 0.55920
H -2.08778 -1.47853 -0.87759
```

Charge   +1
Molar mass   80.110 g/mol
LUMO energy   -0.2420 Eh

---

Least stable = *two*

---

*one*
Here is an isolated ion of composition C5H6N and charge +1 from the Open Molecules 2025 dataset. Energies are from ωB97M-V/def2-TZVPD.

```
12
Properties=species:S:1:pos:R:3
C 2.37090 -0.08287 -0.05671
C 1.13016 0.26181 0.03763
N 0.22997 1.08666 0.13192
C -1.03901 1.23300 0.06480
C -1.75760 0.00611 0.07162
C -1.04943 -1.11199 -0.15807
H 3.18469 0.62814 0.19650
H 2.80251 -1.08118 -0.00370
H -1.57298 2.18219 0.14616
H -2.83749 -0.14387 0.31527
H -0.02462 -0.87656 -0.53886
H -1.43710 -2.10144 -0.20657
```

Charge   +1
SMILES string   C=C=[N+]=CC=C
Molar mass   80.110 g/mol
LUMO energy   -0.2306 Eh

---

*two*
Here is an isolated ion of composition C5H6N and charge +1 from the Open Molecules 2025 dataset. Energies are from ωB97M-V/def2-TZVPD.

```
12
Properties=species:S:1:pos:R:3
C -1.36291 0.25999 0.06283
C -0.30647 -1.21993 -0.15011
C 1.00642 -0.46675 0.12134
C -0.46257 1.34642 0.05705
C 0.80574 0.97551 0.00115
N -2.42161 -0.28276 -0.04846
H -0.72050 -1.87912 0.68986
H -0.56375 -1.49864 -1.19121
H 1.35195 -0.55759 1.11316
H 1.71467 -0.80749 -0.59643
H -0.75875 2.40967 -0.14622
H 1.71777 1.72070 0.08702
```

Charge   +1
Molar mass   80.110 g/mol
LUMO energy   -0.2684 Eh

---

*three*
Here is C5H6N as an isolated structure from the Open Molecules 2025 dataset. Energies are from ωB97M-V/def2-TZVPD.

```
12
Properties=species:S:1:pos:R:3
C -0.96970 -0.59690 1.12949
C 0.46162 1.14088 0.70218
C -0.02497 0.87132 -0.73354
C -0.90394 0.72620 0.54139
C 0.48658 -0.38742 0.68104
N 0.69851 -0.37567 -0.92978
H -1.01904 -0.74814 2.23436
H -1.51086 -1.43714 0.67214
H 1.11320 1.64031 1.39220
H -0.48744 1.30796 -1.62610
H 0.36193 -0.99477 -1.67287
H 1.64722 -0.19005 -1.08782
```

Charge   +1
Molar mass   80.110 g/mol
LUMO energy   -0.1754 Eh

---

*four*
Here is an isolated ion of composition C5H6N and charge +1 from the Open Molecules 2025 dataset. Energies are from ωB97M-V/def2-TZVPD.

```
12
Properties=species:S:1:pos:R:3
C 0.43819 0.69104 1.33716
C 0.94802 0.14019 0.31207
C -1.33964 -0.99778 -1.47837
C 0.06341 1.46539 2.42153
C 1.05069 -0.44669 -0.99727
N -0.37099 -0.24045 -1.22919
H -1.27172 -2.16127 -1.58837
H -2.35437 -0.46683 -1.57044
H -0.32440 2.42828 2.09786
H 0.03086 0.98594 3.47171
H 1.73472 0.09786 -1.68579
H 1.39523 -1.49570 -1.09090
```

Charge   +1
Molar mass   80.110 g/mol
LUMO energy (alpha / beta)   -0.2768 / -0.2769 Eh

---

Least stable = *three*

---

*one*
Here is C3H5N3OS in the gas phase from the Open Molecules 2025 dataset. Energies are from ωB97M-V/def2-TZVPD.

```
13
Properties=species:S:1:pos:R:3
C -0.03032 0.85551 0.07149
C -2.30579 0.19565 -0.41073
C 0.73500 -0.47263 0.17654
H 0.13847 2.85824 0.44689
H 1.60789 1.83751 0.54860
H -3.16346 0.55286 -1.02135
H -3.41682 -1.39638 0.07820
H -1.65661 -1.44952 0.56034
N 0.59302 1.94708 0.46608
N -1.32843 1.03361 -0.31434
N -2.44381 -1.03880 0.05505
O 0.09687 -1.42400 0.59942
S 2.34855 -0.50470 -0.36746
```

Molar mass   131.160 g/mol
LUMO energy   -0.0198 Eh

---

*two*
Here is C3H5N3OS in the gas phase from the Open Molecules 2025 dataset. Energies are from ωB97M-V/def2-TZVPD.

```
13
Properties=species:S:1:pos:R:3
H -2.06109 -1.91527 0.25013
N -1.55722 -0.95569 0.10291
C -0.38040 -1.14419 -0.18294
N 0.50219 -0.12332 -0.37156
C 1.82502 -0.38031 -0.29205
S 3.27357 0.22559 0.37419
C -0.05355 1.35134 -0.13566
N -0.97746 1.37647 0.90175
O 0.38223 2.22498 -0.80440
H 0.24775 -2.00479 -0.46369
H 2.03231 -1.38159 -1.00555
H -1.71740 0.51241 0.82575
H -1.51595 2.21438 0.80111
```

SMILES string   [H]/N=C/N(C=S)C(N)=O
Molar mass   131.160 g/mol
LUMO energy   -0.0095 Eh

---

Least stable = *two*

---

*one*
Here is C3H5N3OS in the gas phase from the Open Molecules 2025 dataset. Energies are from ωB97M-V/def2-TZVPD.

```
13
Properties=species:S:1:pos:R:3
C -0.18736 0.97937 -0.88253
C 2.12422 -0.46223 -0.20382
C -1.72319 -0.51953 0.39423
N 1.02763 1.29301 -1.31859
N 2.06801 0.57676 -0.94958
N -0.54792 -0.11384 -0.27273
O 2.33179 -1.39470 0.46190
S -1.80530 -0.15943 2.18356
H -0.95235 1.78618 -1.29721
H -1.71012 -1.61503 0.59148
H -2.60169 -0.13486 -0.07419
H 2.96002 0.90788 -1.23225
H -0.98373 -1.14358 2.59975
```

Molar mass   131.160 g/mol
LUMO energy   -0.0035 Eh

---

*two*
Here is C3H5N3OS in the gas phase from the Open Molecules 2025 dataset. Energies are from ωB97M-V/def2-TZVPD.

```
13
Properties=species:S:1:pos:R:3
H -3.17671 0.07527 -0.62995
N -2.45156 0.79461 -0.31957
C -1.34106 0.12226 -0.18086
N -0.18842 1.00086 -0.05533
C 1.19812 0.68594 -0.11554
N 1.91368 1.70761 -0.01951
H 2.97973 1.65677 0.23188
S 1.69135 -0.90362 -0.48468
C 0.19393 -1.64544 0.31365
O -1.04362 -1.25217 -0.18984
H -0.29868 2.07649 0.04193
H 0.23537 -1.65522 1.38622
H 0.28787 -2.66337 0.02159
```

SMILES string   [H]/N=C1/N/C(=N/[H])SCO1
Molar mass   131.160 g/mol
LUMO energy   0.0177 Eh

---

Least stable = *one*